# 1
Density functional theory data (wB97M-V/def2-TZVPD) for 2 unconnected molecules or ions with the total composition C3H10N2O3 in a non-equilibrium geometry.

The value obtained for the energy above the lowest of the compared OMol25 structures with the same formula, charge and spin is 634.1 kJ/mol. The value obtained for the HOMO-LUMO gap is 5.424 eV. The total charge is 0. The LUMO energy comes out at -0.129 Eh.

Geometry as XYZ:
```
18
C3H10N2O3, DFT wB97M-V/def2-TZVPD
N -0.599 0.389 -0.836
C -0.090 -0.439 0.096
C -0.203 0.117 1.497
O -1.482 0.017 1.953
C 1.673 -0.722 -0.315
N 1.774 -0.657 -1.749
O 2.287 0.110 0.371
H -0.291 0.181 -1.798
H -1.558 0.819 -0.629
H -0.542 -1.425 -0.018
H 0.548 -0.296 2.166
H 0.142 1.165 1.385
H -2.059 0.619 1.362
H 2.453 0.049 -1.985
H 1.812 -1.781 -0.028
H -3.360 2.006 0.425
H 2.194 -1.528 -2.047
O -2.698 1.376 0.153
```

# 2
Density functional theory data (wB97M-V/def2-TZVPD) for 2 unconnected molecules or ions with the total composition C4H5NO2 in a non-equilibrium geometry.

The value obtained for the energy above the lowest of the compared OMol25 structures with the same formula, charge and spin is 418.1 kJ/mol. The value obtained for the HOMO-LUMO gap (spin up / spin down) is 8.482 / 8.482 eV. The total charge is 0. The LUMO energy (spin up / spin down) comes out at -0.006 / -0.006 Eh.

Geometry as XYZ:
```
12
C4H5NO2, DFT wB97M-V/def2-TZVPD
C -1.342 -0.085 -0.016
C 1.364 -0.347 0.287
C -1.412 -1.548 -0.042
C 1.236 1.035 -0.038
N -0.487 -0.675 -0.814
O -1.635 0.883 0.609
O 1.821 -1.234 0.882
H -1.157 -2.146 0.756
H -2.110 -2.152 -0.703
H 0.549 0.938 -0.943
H 2.219 1.537 -0.120
H 0.587 1.527 0.726
```

# 3
Density functional theory data (wB97M-V/def2-TZVPD) for a gas-phase ion, C3H8NS (charge -1) in a non-equilibrium geometry.

The value obtained for the energy above the lowest of the compared OMol25 structures with the same formula, charge and spin is 149.1 kJ/mol. The value obtained for the HOMO-LUMO gap is 6.847 eV. As for the SMILES: C[C@H](N)C[S-]. The total charge is -1. The LUMO energy comes out at 0.156 Eh.

Geometry as XYZ:
```
13
C3H8NS, DFT wB97M-V/def2-TZVPD
C -0.120 -1.279 -0.473
C 0.062 -0.262 0.644
C 1.067 0.876 -0.097
S 0.260 2.160 -1.364
N -1.157 0.383 1.089
H 0.491 -2.131 -0.924
H -0.139 -0.593 -1.408
H -1.247 -1.594 -0.537
H 0.650 -0.618 1.479
H 1.567 1.460 0.662
H 1.872 0.196 -0.519
H -1.214 1.321 0.697
H -2.092 0.080 0.753
```

# 4
Density functional theory data (wB97M-V/def2-TZVPD) for a molecular structure, C29H36BF3MoNO5SSbSe4.

The value obtained for the energy above the lowest of the compared OMol25 structures with the same formula, charge and spin is 0.0 kJ/mol. The value obtained for the HOMO-LUMO gap (spin up / spin down) is 5.667 / 5.629 eV. The total charge is 0. The LUMO energy (spin up / spin down) comes out at -0.094 / -0.095 Eh.

Geometry as XYZ:
```
82
C29H36BF3MoNO5SSbSe4, DFT wB97M-V/def2-TZVPD
Mo -0.543 1.044 -0.804
Se -4.930 1.778 1.961
Sb -3.233 2.920 0.837
Se -0.721 1.924 1.362
Se -2.709 1.977 -1.465
Se -2.448 5.132 0.992
F -1.784 -0.057 -5.726
C -2.065 -0.545 -4.522
F -3.107 0.106 -4.021
F -2.366 -1.834 -4.629
S -0.590 -0.346 -3.435
O 0.438 -1.128 -4.032
O -1.054 -0.792 -2.095
O -0.362 1.094 -3.309
C -5.281 -5.166 2.387
C -4.300 -4.730 3.485
C -5.032 -3.835 4.496
C -3.818 -5.981 4.219
C -3.150 -3.947 2.852
C -1.822 -4.358 2.948
C -0.767 -3.644 2.374
C -1.098 -2.500 1.696
O -0.278 -1.601 1.033
B -1.146 -0.647 0.542
O -2.457 -0.911 0.854
C -2.414 -2.081 1.586
C -3.454 -2.774 2.149
H -6.106 -5.733 2.824
H -4.782 -5.799 1.650
H -5.705 -4.309 1.862
H -5.863 -4.380 4.946
H -5.437 -2.938 4.025
H -4.356 -3.519 5.293
H -4.675 -6.492 4.659
H -3.128 -5.735 5.028
H -3.325 -6.682 3.544
H -1.582 -5.262 3.488
H 0.258 -3.977 2.464
H -4.466 -2.408 2.046
C 2.299 -3.137 -0.938
C 2.435 -1.789 -0.296
C 3.024 -1.612 0.938
C 3.065 -0.361 1.577
C 3.710 -0.234 2.929
C 2.503 0.736 0.959
C 1.940 0.590 -0.320
C 1.907 -0.660 -0.930
N 1.231 1.627 -0.983
C 1.824 2.857 -1.528
C 2.664 3.574 -0.461
C 3.260 4.854 -1.057
C 4.151 4.482 -2.247
C 3.315 3.768 -3.313
C 2.186 4.693 -3.779
C 1.302 5.067 -2.586
C 2.137 5.782 -1.523
C 0.698 3.796 -1.986
C 2.716 2.487 -2.721
H 3.081 -3.819 -0.607
H 2.333 -3.060 -2.024
H 1.332 -3.573 -0.673
H 3.455 -2.465 1.451
H 3.532 -1.124 3.532
H 3.327 0.629 3.472
H 4.790 -0.114 2.829
H 2.471 1.693 1.459
H 1.563 -0.744 -1.952
H 3.480 2.922 -0.136
H 2.035 3.801 0.406
H 3.858 5.352 -0.290
H 4.971 3.837 -1.916
H 4.600 5.385 -2.670
H 3.948 3.501 -4.163
H 1.588 4.195 -4.548
H 2.608 5.597 -4.227
H 0.491 5.718 -2.917
H 1.504 6.063 -0.676
H 2.561 6.702 -1.934
H 0.082 3.295 -2.734
H 0.059 4.051 -1.132
H 3.509 1.811 -2.386
H 2.112 1.960 -3.464
```

# 5
Density functional theory data (wB97M-V/def2-TZVPD) for a molecular structure, C34H75F4FeN2O15P2S4 in a non-equilibrium geometry.

Its multiplicity is 7. The value obtained for the HOMO-LUMO gap (spin up / spin down) is 1.875 / 5.827 eV. Its expectation value of S² is 12.01. The total charge is -1. The LUMO energy (spin up / spin down) comes out at 0.035 / 0.035 Eh.

Geometry as XYZ:
```
137
C34H75F4FeN2O15P2S4, DFT wB97M-V/def2-TZVPD
Fe 8.627 -13.863 -23.653
O 9.691 -15.151 -22.653
H 10.059 -15.772 -21.995
C 17.471 -17.082 -24.902
C 16.329 -16.963 -25.953
C 15.329 -18.024 -26.096
C 14.647 -18.490 -24.754
P 13.148 -17.641 -24.157
C 12.278 -18.584 -22.765
C 10.703 -18.830 -22.690
C 10.242 -19.121 -21.275
C 10.650 -20.468 -20.620
C 13.474 -15.944 -23.790
C 14.401 -15.774 -22.522
C 14.881 -14.326 -22.351
C 15.901 -13.742 -23.383
C 11.991 -17.657 -25.589
C 11.574 -19.078 -26.129
C 12.311 -19.453 -27.465
C 11.710 -20.655 -28.280
H 18.270 -17.652 -25.377
H 17.077 -17.418 -23.943
H 17.799 -16.077 -24.635
H 16.664 -16.813 -26.980
H 15.927 -15.965 -25.777
H 15.746 -18.896 -26.598
H 14.609 -17.802 -26.884
H 15.426 -18.656 -24.009
H 14.331 -19.507 -24.989
H 12.531 -18.034 -21.858
H 12.849 -19.499 -22.609
H 10.460 -19.664 -23.349
H 10.129 -17.989 -23.076
H 9.169 -19.170 -21.460
H 10.437 -18.346 -20.534
H 11.683 -20.291 -20.320
H 10.617 -21.301 -21.322
H 9.986 -20.863 -19.851
H 12.561 -15.425 -23.500
H 13.718 -15.584 -24.789
H 15.293 -16.401 -22.540
H 13.887 -15.914 -21.572
H 15.239 -14.259 -21.324
H 13.988 -13.707 -22.268
H 15.589 -14.078 -24.372
H 16.921 -14.081 -23.199
H 16.049 -12.672 -23.232
H 12.088 -16.882 -26.350
H 11.176 -17.262 -24.982
H 10.583 -18.846 -26.519
H 11.386 -19.841 -25.373
H 13.373 -19.638 -27.302
H 12.236 -18.508 -28.002
H 11.475 -21.548 -27.702
H 12.413 -20.876 -29.083
H 10.899 -20.186 -28.837
C 4.282 -16.457 -19.947
C 5.079 -15.440 -19.132
C 6.566 -15.829 -18.951
C 7.225 -15.112 -17.793
P 8.883 -15.636 -17.215
C 10.062 -14.801 -18.340
C 10.320 -13.296 -18.261
C 10.927 -12.602 -19.542
C 12.414 -12.575 -19.612
C 9.097 -17.457 -17.300
C 10.340 -18.316 -16.850
C 10.009 -19.844 -16.875
C 11.004 -20.675 -16.011
C 9.215 -15.152 -15.521
C 10.771 -15.197 -15.032
C 10.845 -14.842 -13.563
C 9.990 -13.667 -13.045
H 3.906 -17.337 -19.426
H 4.830 -16.772 -20.835
H 3.393 -16.048 -20.425
H 4.593 -15.113 -18.213
H 4.902 -14.620 -19.829
H 7.225 -15.682 -19.807
H 6.525 -16.898 -18.743
H 6.726 -15.051 -16.826
H 7.389 -14.093 -18.144
H 9.699 -15.073 -19.331
H 11.064 -15.218 -18.247
H 10.992 -13.028 -17.445
H 9.473 -12.633 -18.086
H 10.710 -11.534 -19.514
H 10.517 -13.066 -20.439
H 12.633 -12.096 -20.566
H 12.849 -13.574 -19.640
H 12.922 -11.844 -18.984
H 8.682 -17.758 -18.262
H 8.298 -17.669 -16.589
H 10.674 -17.972 -15.871
H 11.110 -18.164 -17.606
H 10.041 -20.210 -17.901
H 9.010 -20.077 -16.508
H 12.053 -20.596 -16.297
H 10.719 -21.709 -15.819
H 11.000 -20.286 -14.993
H 8.513 -15.734 -14.923
H 8.823 -14.136 -15.481
H 11.246 -14.331 -15.493
H 11.376 -16.078 -15.246
H 11.879 -14.629 -13.293
H 10.540 -15.731 -13.009
H 8.911 -13.802 -12.963
H 10.195 -12.749 -13.596
H 10.493 -13.378 -12.122
O 10.681 -13.375 -26.872
C 9.837 -14.367 -26.631
O 9.623 -15.205 -27.523
O 9.467 -14.557 -25.457
H 10.670 -12.939 -26.017
O 7.918 -11.700 -20.264
C 7.226 -12.563 -20.980
O 6.005 -12.647 -20.644
O 7.742 -13.151 -21.951
H 7.124 -11.514 -19.758
N 9.459 -12.220 -24.083
S 10.738 -11.489 -23.491
O 10.604 -10.451 -22.484
O 11.863 -11.507 -24.414
F 10.969 -12.916 -22.634
S 8.946 -10.693 -24.799
O 9.822 -10.127 -25.845
O 8.206 -9.718 -23.995
F 7.846 -11.389 -25.773
N 6.980 -14.689 -24.059
S 6.418 -16.174 -24.061
O 5.761 -16.703 -25.250
O 6.158 -16.859 -22.802
F 7.871 -16.742 -24.426
S 5.425 -13.986 -24.283
O 4.366 -14.389 -23.454
O 5.183 -13.866 -25.723
F 5.698 -12.420 -23.885
```

# 6
Density functional theory data (wB97M-V/def2-TZVPD) for C5H5Cl2N3O2S in the gas phase in a non-equilibrium geometry.

The value obtained for the energy above the lowest of the compared OMol25 structures with the same formula, charge and spin is 318.2 kJ/mol. The value obtained for the HOMO-LUMO gap (spin up / spin down) is 7.045 / 7.050 eV. The total charge is 0. The LUMO energy (spin up / spin down) comes out at -0.068 / -0.067 Eh.

Geometry as XYZ:
```
18
C5H5Cl2N3O2S, DFT wB97M-V/def2-TZVPD
C 2.952 -1.225 -0.568
C 1.488 1.255 -0.903
C 1.233 -0.755 -2.264
C 1.573 0.671 0.456
C -0.993 0.158 1.385
N 2.309 -1.504 -1.587
N 1.205 0.636 -1.980
N 2.533 1.208 1.369
O 3.086 2.210 1.172
O 2.662 0.535 2.361
S 0.569 -0.650 0.967
Cl 4.003 -1.891 0.416
Cl 1.618 2.993 -1.160
H 1.517 -0.876 -3.380
H 0.415 -1.458 -2.070
H -1.737 -0.642 0.868
H -1.030 1.122 0.713
H -1.121 0.242 2.467
```

# 7
Density functional theory data (wB97M-V/def2-TZVPD) for a molecular structure, C24H23F12N2O7SeTc.

The value obtained for the energy above the lowest of the compared OMol25 structures with the same formula, charge and spin is 67.7 kJ/mol. The value obtained for the HOMO-LUMO gap is 6.718 eV. The total charge is 0. The LUMO energy comes out at -0.066 Eh.

Geometry as XYZ:
```
70
C24H23F12N2O7SeTc, DFT wB97M-V/def2-TZVPD
Tc 0.488 0.499 0.268
C -5.734 -3.167 0.429
C -4.474 -2.404 0.134
C -4.244 -1.838 -1.113
C -3.088 -1.123 -1.361
C -2.136 -0.961 -0.359
N -0.970 -0.256 -0.617
C -0.643 0.506 -1.754
C -1.501 1.548 -2.176
C -1.168 2.317 -3.250
C 0.048 2.107 -3.925
C 0.433 3.002 -5.062
C 0.902 1.112 -3.496
C 0.595 0.292 -2.407
C 1.562 -0.814 -1.915
O 1.584 -0.917 -0.538
C 3.032 -0.550 -2.368
F 3.384 0.719 -2.121
F 3.231 -0.769 -3.684
F 3.869 -1.341 -1.702
C 1.078 -2.170 -2.503
F -0.145 -2.467 -2.041
F 1.898 -3.166 -2.169
F 0.987 -2.130 -3.845
C -2.325 -1.542 0.901
C -3.499 -2.252 1.115
C -1.225 -1.444 1.964
O -0.397 -0.349 1.838
C -1.853 -1.224 3.376
F -0.919 -0.916 4.283
F -2.510 -2.297 3.851
F -2.720 -0.200 3.326
C -0.421 -2.772 1.971
F 0.193 -2.947 0.803
F 0.514 -2.769 2.935
F -1.209 -3.839 2.180
H -6.257 -3.432 -0.488
H -6.414 -2.572 1.042
H -5.520 -4.086 0.976
H -4.969 -1.967 -1.906
H -2.906 -0.711 -2.344
H -2.418 1.707 -1.625
H -1.825 3.115 -3.571
H -0.399 3.144 -5.751
H 1.283 2.605 -5.613
H 0.711 3.984 -4.674
H 1.837 0.980 -4.018
H -3.667 -2.728 2.069
O -0.910 2.085 0.904
H -0.547 2.909 0.526
H -0.864 2.189 1.865
O 2.395 1.535 0.302
Se 2.059 3.475 0.026
O 3.492 3.997 -0.447
O 0.880 3.303 -1.070
O 1.503 3.879 1.482
C 1.746 1.037 3.872
C 2.643 0.856 2.656
C 3.182 -0.569 2.541
C 3.779 1.873 2.666
N 1.786 1.077 1.467
H 2.323 0.795 4.765
H 0.884 0.379 3.826
H 1.415 2.073 3.946
H 3.856 -0.766 3.376
H 3.734 -0.697 1.609
H 2.369 -1.291 2.566
H 4.394 1.676 3.545
H 3.398 2.890 2.728
H 4.411 1.778 1.784
```

# 8
Density functional theory data (wB97M-V/def2-TZVPD) for a molecular structure, C7H8Br in a non-equilibrium geometry.

Its multiplicity is 2. The value obtained for the energy above the lowest of the compared OMol25 structures with the same formula, charge and spin is 30.9 kJ/mol. The value obtained for the HOMO-LUMO gap (spin up / spin down) is 10.374 / 6.714 eV. Its expectation value of S² is 0.76. The total charge is 0. The LUMO energy (spin up / spin down) comes out at 0.036 / -0.099 Eh.

Geometry as XYZ:
```
16
C7H8Br, DFT wB97M-V/def2-TZVPD
Br -0.993 -0.592 -0.111
H 2.771 -0.351 3.334
C 2.849 0.652 3.842
H 2.773 0.476 4.924
H 3.857 1.040 3.648
C 1.744 1.458 3.250
C 1.437 2.801 3.536
C 0.359 3.397 2.868
C -0.408 2.668 1.942
C -0.088 1.335 1.723
C 0.978 0.734 2.334
H 2.051 3.330 4.268
H 0.130 4.430 3.091
H -1.243 3.147 1.419
H -0.714 0.623 1.002
H 1.158 -0.313 2.065
```

# 9
Density functional theory data (wB97M-V/def2-TZVPD) for a molecular structure, CH15AgO8 in a non-equilibrium geometry.

Its multiplicity is 2. The value obtained for the HOMO-LUMO gap (spin up / spin down) is 6.158 / 5.819 eV. Its expectation value of S² is 0.76. The total charge is -1. The LUMO energy (spin up / spin down) comes out at 0.103 / 0.103 Eh.

Geometry as XYZ:
```
25
CH15AgO8, DFT wB97M-V/def2-TZVPD
Ag 0.384 0.191 0.574
O -0.560 -1.837 1.101
H -1.281 -2.382 0.786
O 1.662 -0.500 2.245
H 1.699 0.303 2.779
O 2.342 -0.325 -0.517
H 2.350 -0.640 -1.413
O -0.987 1.167 2.067
H -0.797 1.289 3.003
H -1.952 1.165 1.998
O -3.098 -0.768 0.816
H -2.156 -1.045 1.111
H -3.503 -1.576 0.497
O 1.795 2.187 1.303
H 1.675 2.877 1.967
H 2.710 2.272 1.006
O -0.372 1.827 -0.877
H 0.303 2.407 -1.248
H -1.075 1.793 -1.535
C 0.335 -1.715 -2.533
O -0.599 -0.671 -2.236
H 1.252 -1.235 -2.883
H 0.478 -2.304 -1.631
H -0.031 -2.352 -3.352
H -0.575 -0.128 -3.029
```

# 10
Density functional theory data (wB97M-V/def2-TZVPD) for C17H21Cl2NO in the gas phase in a non-equilibrium geometry.

The value obtained for the energy above the lowest of the compared OMol25 structures with the same formula, charge and spin is 114.9 kJ/mol. The value obtained for the HOMO-LUMO gap is 9.103 eV. As for the SMILES: C=CC[C@@H](OC)[C@]12CNCC[C@]1(c1ccc(Cl)c(Cl)c1)C2. The total charge is 0. The LUMO energy comes out at 0.026 Eh.

Geometry as XYZ:
```
42
C17H21Cl2NO, DFT wB97M-V/def2-TZVPD
Cl 6.900 -1.285 -0.332
Cl 5.074 -3.071 -1.891
O -2.288 1.335 0.322
C -4.979 -1.652 0.863
C -3.900 -1.506 0.036
C 4.681 0.227 0.492
C 3.295 0.412 0.562
C 2.980 -1.394 -1.049
C 5.194 -0.786 -0.310
C 4.386 -1.681 -1.030
C 2.368 -0.390 -0.268
N 0.441 1.654 1.498
C -3.337 1.733 -0.476
C -2.632 -1.058 0.627
C 0.826 2.245 0.122
C 0.765 1.304 -1.173
C 0.058 0.198 1.572
C -1.856 0.033 -0.121
C 0.043 -1.219 -0.817
C 0.939 -0.043 -0.640
C -0.354 -0.208 0.197
H -5.909 -1.777 0.393
H -5.144 -1.600 1.925
H -4.057 -1.587 -1.038
H 5.324 0.799 1.099
H 2.995 1.081 1.352
H 2.298 -2.089 -1.595
H -0.354 2.173 1.828
H -3.825 0.931 -0.972
H -2.965 2.473 -1.223
H -3.946 2.276 0.194
H -1.906 -1.849 0.805
H -2.845 -0.699 1.566
H 1.808 2.748 0.182
H 0.253 3.091 -0.069
H -0.187 1.441 -1.575
H 1.471 1.514 -1.967
H -0.620 -0.016 2.450
H 0.984 -0.393 1.828
H -1.923 0.086 -1.190
H -0.534 -1.309 -1.741
H 0.480 -2.144 -0.439
```